(1)
DFT (wB97M-V/def2-TZVPD) results for a cluster of 2 separate species, C30H48N6O4 in total.

Last column: Löwdin charge in e.
Cartesian coordinates (Å):
C1 -3.64307 -0.99457 -3.43341  -0.077
C2 -2.11180 -1.05270 -2.87653  -0.231
N1 -2.18721 -0.94521 -1.35780  -0.075
C3 -0.76560 -0.99752 -0.89289  -0.204
C4 -0.28540 -2.41789 -0.32113  -0.100
C5 -1.31730 -3.13401 0.67653  -0.256
C6 -2.69394 -3.73548 0.11109  -0.087
C7 -2.71184 -4.06918 -1.46098  -0.244
N2 -3.45900 -5.38758 -1.63037  -0.018
C8 -1.45530 -2.15088 1.96694  -0.287
C9 -2.53050 -0.95982 1.91648  -0.061
N3 -1.94512 -2.96294 3.15177  0.087
C10 -1.49160 -4.32487 2.86053  -0.333
O1 -1.80337 -5.19174 3.70957  0.057
C11 -0.65916 -4.39035 1.49839  -0.236
C12 0.86477 -4.17396 2.05251  -0.151
C13 1.28081 -5.22659 3.19183  -0.177
C14 1.68944 -4.44595 4.55008  -0.246
N4 3.03597 -3.81144 4.30167  -0.044
C15 -0.50786 -5.77496 0.70569  -0.008
C16 -1.50342 -6.93071 1.15813  -0.383
O2 -2.57760 -7.24488 0.61442  0.065
O3 -1.08339 -7.71685 2.28054  0.025
C17 -2.70858 0.44718 -1.15237  -0.415
C18 -1.93701 1.77216 -1.59163  -0.031
O4 -3.82012 0.61076 -0.58681  0.056
H1 -3.82396 0.08832 -3.73330  0.078
H2 -4.37813 -1.37279 -2.63249  0.094
H3 -3.69686 -1.65863 -4.36007  0.085
H4 -1.43933 -0.26143 -3.34641  0.103
H5 -1.68311 -2.09654 -3.10928  0.119
H6 -0.54839 -0.19199 -0.09042  0.097
H7 -0.04151 -0.73861 -1.76012  0.121
H8 -0.03369 -3.06565 -1.24417  0.118
H9 0.73897 -2.22640 0.17798  0.119
H10 -3.03220 -4.70249 0.64339  0.126
H11 -3.56179 -2.99466 0.28850  0.121
H12 -1.68870 -4.23243 -1.93326  0.097
H13 -3.35962 -3.28881 -1.97399  0.089
H14 -2.73516 -6.08041 -1.88914  0.063
H15 -4.04865 -5.27056 -2.47364  0.068
H16 -0.50599 -1.64992 2.35958  0.130
H17 -2.03277 -0.04696 1.44631  0.049
H18 -2.73908 -0.66684 3.01514  0.091
H19 -3.53901 -1.23350 1.47212  0.085
H20 -1.72399 -2.57245 4.07378  0.137
H21 1.58023 -4.29115 1.16073  0.120
H22 1.02840 -3.12729 2.48808  0.098
H23 2.26093 -5.72358 2.82995  0.120
H24 0.54502 -6.07851 3.35589  0.104
H25 1.79341 -5.17453 5.42051  0.117
H26 0.91896 -3.62236 4.71233  0.103
H27 2.96516 -2.78109 4.41551  0.056
H28 3.33791 -3.93367 3.32588  0.048
H29 0.55168 -6.22798 0.75908  0.140
H30 -0.69269 -5.61693 -0.42260  0.129
H31 -1.86542 -7.97680 2.81300  0.126
H32 -2.69417 2.51667 -2.04224  0.104
H33 -1.43758 2.33161 -0.71431  0.068
H34 -1.13706 1.62400 -2.39091  0.067
C19 3.92803 10.25814 -3.87658  0.053
N5 3.56010 9.06525 -3.08155  -0.077
C20 4.49359 8.48003 -2.30648  0.033
C21 4.17222 7.38553 -1.51711  0.063
C22 2.87173 6.88015 -1.51154  -0.132
C23 1.93894 7.49931 -2.34558  0.060
C24 2.30318 8.58769 -3.12243  0.036
C25 2.47360 5.75238 -0.64336  -0.132
C26 1.44663 5.90186 0.29001  0.061
C27 1.04217 4.82917 1.06852  0.036
N6 1.63053 3.62645 0.93353  -0.073
C28 2.64172 3.45061 0.06050  0.032
C29 3.08040 4.49908 -0.73435  0.063
C30 1.15910 2.47524 1.73367  0.053
H35 4.76469 9.99023 -4.52233  0.120
H36 4.20817 11.04762 -3.17783  0.122
H37 3.07947 10.57824 -4.47903  0.110
H38 5.49080 8.90594 -2.31901  0.163
H39 4.94462 6.94979 -0.89038  0.146
H40 0.91620 7.13898 -2.40119  0.146
H41 1.59289 9.08581 -3.77211  0.158
H42 0.95001 6.85826 0.42341  0.146
H43 0.24306 4.92320 1.79531  0.158
H44 3.08034 2.46083 0.00089  0.162
H45 3.88401 4.31657 -1.44113  0.146
H46 2.00671 2.08553 2.29759  0.120
H47 0.77057 1.72832 1.03915  0.100
H48 0.37188 2.79418 2.41574  0.113

Computed properties:
Frontier orbital gap (eV): 3.77
Energy (eV): -48999.413
LUMO level (eV): -8.0
Max |F| (hartree/bohr): 0.0912
Total charge: +2

(2)
DFT (wB97M-V/def2-TZVPD) results for a structure of composition C15H27Cl3O23S5.

Last column: Löwdin charge in e.
Cartesian coordinates (Å):
C1 -17.56610 -34.61257 6.14765  -1.489
Cl1 -17.39673 -32.88810 6.23784  0.588
Cl2 -16.43768 -35.37418 7.26015  0.630
Cl3 -17.27678 -35.10388 4.43118  0.579
H1 -18.58209 -34.99314 6.25272  0.017
C2 -14.58595 -33.29590 3.20375  -0.039
C3 -15.34308 -32.53576 2.09523  -0.289
C4 -15.35419 -30.98251 2.20596  -0.068
O1 -14.85278 -30.64176 0.91362  0.058
C5 -14.36668 -31.70406 0.23152  -0.544
O2 -13.53009 -31.67947 -0.65809  0.137
O3 -14.66200 -32.80069 0.89370  0.090
H2 -15.08279 -33.11013 4.15599  0.045
H3 -13.55490 -32.98213 3.36680  0.090
H4 -14.45589 -34.36854 3.06009  0.069
H5 -16.37874 -32.85273 1.97264  0.142
H6 -14.65087 -30.55757 2.92211  0.132
H7 -16.33888 -30.57444 2.43389  0.127
C6 -18.14001 -36.09401 1.09634  -0.191
C7 -19.06594 -37.24490 0.62331  -0.197
O4 -18.91808 -37.44600 -0.73484  -0.198
S1 -18.51187 -36.03625 -1.48163  0.753
O5 -19.74244 -35.32117 -1.72942  -0.247
O6 -17.62128 -36.23236 -2.64570  -0.240
O7 -17.75427 -35.45947 -0.10217  -0.204
H8 -17.24892 -36.48358 1.58856  0.109
H9 -18.55889 -35.44373 1.86430  0.092
H10 -20.10609 -37.01571 0.85494  0.133
H11 -18.65557 -38.20627 0.93230  0.140
C8 -12.49288 -37.56494 5.24728  -0.160
C9 -13.54544 -36.40465 5.59933  -0.191
O8 -14.56092 -36.63862 4.67290  -0.287
S2 -14.85873 -38.25177 4.51684  0.705
O9 -15.39691 -38.64489 3.24818  -0.223
O10 -15.42270 -38.88371 5.70978  -0.248
O11 -13.21246 -38.56786 4.57118  -0.204
H12 -12.19462 -38.08829 6.15571  0.122
H13 -11.56452 -37.19652 4.81080  0.126
H14 -13.12395 -35.43401 5.33797  0.128
H15 -13.84790 -36.43845 6.64598  0.095
C10 -22.48784 -33.41079 9.84170  -0.214
C11 -21.86483 -32.03649 9.88749  -0.216
O12 -20.53947 -32.16460 9.62608  -0.163
S3 -20.10734 -33.76015 9.70012  0.714
O13 -19.96333 -34.19988 11.06823  -0.220
O14 -19.08891 -34.24403 8.76261  -0.267
O15 -21.56555 -34.28642 9.36587  -0.183
H16 -23.31628 -33.50770 9.13999  0.144
H17 -22.76368 -33.82071 10.81329  0.140
H18 -22.06075 -31.53424 10.83485  0.145
H19 -22.26901 -31.45629 9.05797  0.138
C12 -18.42409 -29.23537 7.63871  -0.184
C13 -17.66466 -29.11583 6.30196  -0.200
O16 -16.69853 -28.11572 6.45514  -0.199
S4 -16.56120 -27.57281 8.00666  0.758
O17 -17.41658 -26.38535 8.19044  -0.249
O18 -15.17476 -27.58377 8.45469  -0.223
O19 -17.36789 -28.92610 8.48807  -0.214
H20 -18.75257 -30.26254 7.79720  0.120
H21 -19.22603 -28.51381 7.79476  0.130
H22 -18.28905 -28.93412 5.42718  0.134
H23 -17.16409 -30.06276 6.09985  0.084
C14 -19.42049 -37.48233 10.68222  -0.197
C15 -18.10678 -36.88701 10.34835  -0.214
O20 -17.18717 -37.74895 11.02737  -0.218
S5 -17.78391 -38.08008 12.56791  0.810
O21 -17.38623 -36.98224 13.51553  -0.273
O22 -17.55097 -39.51488 12.89045  -0.263
O23 -19.34307 -37.87773 12.03263  -0.197
H24 -19.55921 -38.39975 10.11022  0.139
H25 -20.23221 -36.78795 10.46533  0.121
H26 -17.84941 -35.87590 10.66381  0.121
H27 -17.80274 -37.01970 9.31006  0.108

Computed properties:
Frontier orbital gap (eV): 10.37
Energy (eV): -154820.142
LUMO level (eV): -0.6
Energy above the lowest of the compared OMol25 structures with the same formula, charge and spin (kJ/mol): 383.4
Max |F| (hartree/bohr): 0.0926

(3)
DFT (wB97M-V/def2-TZVPD) results for a cluster of 2 separate species, C24H19F6 in total.

Last column: Löwdin charge in e.
Cartesian coordinates (Å):
H1 -0.29420 0.57809 1.63440  0.091
C1 0.12054 1.50087 2.05969  -0.178
C2 1.60345 1.39016 2.18470  -0.181
C3 2.26689 1.82375 3.23807  0.022
C4 -0.31898 2.67454 1.22951  -0.234
C5 -0.43891 2.55650 -0.14727  -0.058
C6 -0.81949 3.63694 -0.91530  -0.085
C7 -1.08012 4.85044 -0.31325  -0.084
C8 -0.95994 4.98553 1.05438  -0.069
C9 -0.57694 3.90383 1.82006  -0.032
H2 -0.32913 1.57874 3.05655  0.120
H3 2.14234 0.98288 1.34455  0.093
H4 3.33419 1.75679 3.30795  0.055
H5 1.75446 2.26484 4.06868  0.061
H6 -0.24132 1.60591 -0.61252  0.093
H7 -0.91595 3.52922 -1.98358  0.098
H8 -1.37812 5.69413 -0.91177  0.106
H9 -1.16768 5.93263 1.52598  0.109
H10 -0.48093 4.00706 2.88744  0.115
F1 -1.44324 1.71031 -5.05412  0.164
C10 -2.53185 1.04914 -4.61927  -0.562
F2 -3.49586 1.92204 -4.27322  0.155
F3 -2.98122 0.21584 -5.57522  0.173
C11 -2.14250 0.23157 -3.40520  -0.064
C12 -2.92657 0.25702 -2.26582  0.031
C13 -2.55551 -0.45103 -1.15522  0.033
C14 -1.36226 -1.20541 -1.13780  -0.183
C15 -1.03522 -1.90189 0.05083  0.141
C16 0.16087 -2.54099 0.45628  -0.175
C17 1.40994 -2.37606 -0.17553  0.030
C18 2.51996 -3.03888 0.28108  0.033
C19 2.43928 -3.87015 1.38212  -0.061
C20 3.64900 -4.65814 1.84000  -0.561
F4 3.65466 -4.70637 3.18455  0.163
F5 3.55666 -5.90108 1.33264  0.174
F6 4.76609 -4.05638 1.39164  0.157
C21 1.23489 -4.01668 2.04719  0.030
C22 0.11806 -3.36009 1.60536  0.038
C23 -0.61170 -1.25721 -2.32983  0.028
C24 -1.00026 -0.54601 -3.43621  0.031
H11 -3.83034 0.84391 -2.27519  0.137
H12 -3.18129 -0.42754 -0.27939  0.134
H13 -1.83329 -1.95476 0.76901  0.136
H14 1.52353 -1.68242 -0.98704  0.112
H15 3.47730 -2.91347 -0.19972  0.137
H16 1.20140 -4.64747 2.92029  0.139
H17 -0.80950 -3.47510 2.14012  0.132
H18 0.23770 -1.90938 -2.41049  0.114
H19 -0.42891 -0.58615 -4.35014  0.141

Computed properties:
Frontier orbital gap (eV): 4.89
Energy (eV): -41493.980
LUMO level (eV): -6.5
Energy above the lowest of the compared OMol25 structures with the same formula, charge and spin (kJ/mol): 0.0
Max |F| (hartree/bohr): 0.0178
Total charge: +1

(4)
DFT (wB97M-V/def2-TZVPD) results for a cluster of 13 separate species, BH28O12 in total.

Last column: Löwdin charge in e.
Cartesian coordinates (Å):
B1 -0.19463 -0.82653 -0.01112  -0.466
H1 0.52832 -1.44319 -0.52232  -0.128
H2 -0.08887 0.18575 -0.36937  -0.132
H3 -1.21619 -1.12870 -0.18235  -0.123
H4 0.04073 -0.76561 1.04015  -0.127
O1 0.03261 0.14266 -4.90248  -0.060
H5 0.20594 -0.69711 -5.32788  0.025
H6 0.13345 -0.03655 -3.96763  0.032
O2 2.89373 -1.68686 5.08532  -0.060
H7 2.02589 -1.69995 5.48892  0.025
H8 2.72053 -1.63281 4.14547  0.034
O3 4.11763 4.49299 0.66171  -0.052
H9 4.79562 5.02151 1.08270  0.025
H10 3.31438 5.00208 0.77052  0.028
O4 3.77423 -5.82149 -0.35921  -0.057
H11 3.21170 -6.56825 -0.56450  0.024
H12 3.19706 -5.06079 -0.42577  0.032
O5 -2.15145 4.56133 -2.13125  -0.056
H13 -1.70191 5.40398 -2.06737  0.023
H14 -1.57464 3.94662 -1.67774  0.032
O6 -3.25104 -3.45928 2.87948  -0.062
H15 -2.87826 -2.80073 2.29331  0.033
H16 -4.14775 -3.57890 2.56671  0.023
O7 -5.40812 1.86230 2.16687  -0.053
H17 -4.88607 2.66079 2.08855  0.028
H18 -5.58276 1.78076 3.10447  0.024
O8 -1.35319 -6.16641 -1.07663  -0.059
H19 -1.20997 -5.26626 -0.78433  0.033
H20 -1.62426 -6.63484 -0.28711  0.024
O9 -0.25460 3.87790 3.85876  -0.060
H21 0.05149 3.62799 4.73059  0.025
H22 -0.31047 3.05200 3.37813  0.035
O10 2.94398 3.93895 -4.16595  -0.056
H23 3.02556 4.12343 -3.23025  0.024
H24 2.25607 3.27559 -4.22068  0.030
O11 -5.22844 -0.74720 -2.62200  -0.059
H25 -5.18685 -0.12480 -1.89597  0.029
H26 -4.64917 -0.37763 -3.28841  0.028
O12 4.88301 -0.33618 -0.40361  -0.059
H27 4.02537 -0.68356 -0.64862  0.030
H28 4.72135 0.58700 -0.20910  0.024

Computed properties:
Frontier orbital gap (eV): 7.40
Energy (eV): -25699.301
LUMO level (eV): 2.1
Energy above the lowest of the compared OMol25 structures with the same formula, charge and spin (kJ/mol): 370.1
Max |F| (hartree/bohr): 0.0899
Total charge: -1